C20H29ClN2O | the ωB97M-V functional and the def2-TZVPD basis

Positions of all 53 atoms, in Å:
O -0.820 -4.698 -1.518
C 0.412 -4.331 -0.939
C 0.262 -3.269 0.149
C -0.356 -1.969 -0.411
C 0.740 -1.071 -0.998
N 1.604 -0.610 0.072
C 2.845 -0.007 -0.379
C 2.686 1.235 -1.223
Cl 2.572 0.927 -2.926
C 2.544 2.458 -0.712
C 2.305 3.722 -1.404
C 1.469 4.662 -0.800
C 1.203 5.870 -1.414
C 1.785 6.172 -2.634
C 2.639 5.258 -3.230
C 2.897 4.043 -2.624
C 0.840 0.198 0.999
C -0.263 -0.668 1.607
N -1.101 -1.174 0.543
C -2.434 -1.613 0.890
C -3.336 -0.404 1.249
C -3.803 -0.626 2.687
C -3.849 -2.146 2.807
C -2.579 -2.589 2.087
H -1.412 -4.990 -0.815
H 0.914 -5.217 -0.522
H 1.016 -3.954 -1.767
H 1.240 -3.052 0.577
H -0.382 -3.666 0.937
H -1.045 -2.242 -1.218
H 1.336 -1.637 -1.716
H 0.255 -0.233 -1.523
H 3.429 0.243 0.512
H 3.388 -0.765 -0.949
H 2.573 2.531 0.369
H 1.014 4.430 0.154
H 0.544 6.582 -0.938
H 1.581 7.118 -3.114
H 3.109 5.495 -4.173
H 3.582 3.351 -3.087
H 1.505 0.552 1.791
H 0.380 1.069 0.502
H -0.869 -0.062 2.281
H 0.216 -1.470 2.193
H -2.831 -2.093 -0.009
H -4.197 -0.379 0.581
H -2.792 0.530 1.122
H -3.074 -0.224 3.394
H -4.766 -0.160 2.888
H -4.728 -2.531 2.288
H -3.883 -2.487 3.842
H -1.727 -2.481 2.759
H -2.635 -3.629 1.766

Output
- Molecular weight: 348.9 Da
- Orbital gap: 8.74 eV
- Energy above the lowest of the compared OMol25 structures with the same formula, charge and spin: 1.8 kcal/mol
- SMILES: OCC[C@@H]1CN(C/C(Cl)=C/c2ccccc2)CCN1C1CCCC1

Here are the Mulliken charges for atoms 1 to 8, given in e: number 1, O, carries -0.51; number 2, C, carries -0.72; number 3, C, carries -0.66; number 4, C, carries 0.12; number 5, C, carries -1.36; number 6, N, carries 0.33; number 7, C, carries -1.62; number 8, C, carries 0.74

---

C20H29FO4 | the ωB97M-V functional and the def2-TZVPD basis

Positions of all 54 atoms, in Å:
C 2.665 5.011 0.869
C 2.782 3.544 0.569
C 4.009 2.904 0.717
C 4.140 1.547 0.412
C 3.055 0.793 -0.038
C 3.164 -0.687 -0.345
C 2.319 -1.532 0.617
C 4.602 -1.201 -0.346
C 1.818 1.450 -0.204
O 0.803 0.695 -0.718
C -0.520 1.194 -0.582
C -1.461 0.034 -0.839
C -1.862 -0.263 -2.260
O -2.834 -1.312 -2.110
C -3.409 -1.269 -0.793
C -3.254 -2.569 -0.015
C -1.873 -3.234 0.011
C -1.344 -3.688 -1.337
F -0.387 -2.802 -1.823
C -2.838 0.022 -0.176
C -2.876 0.199 1.326
C -4.278 0.431 1.810
O -5.269 0.155 1.211
O -4.313 0.993 3.018
C 1.692 2.802 0.102
H 2.963 5.583 -0.007
H 1.660 5.302 1.156
H 3.348 5.293 1.664
H 4.882 3.437 1.063
H 5.093 1.059 0.527
H 2.766 -0.856 -1.345
H 2.699 -2.549 0.681
H 1.289 -1.601 0.291
H 2.328 -1.120 1.626
H 5.198 -0.684 -1.094
H 5.051 -1.139 0.642
H 4.579 -2.249 -0.632
H -0.686 1.627 0.401
H -0.670 1.976 -1.332
H -0.888 -0.849 -0.568
H -1.057 -0.639 -2.882
H -2.352 0.571 -2.769
H -4.480 -1.162 -0.956
H -3.527 -2.353 1.016
H -3.969 -3.304 -0.372
H -1.959 -4.124 0.633
H -1.116 -2.620 0.491
H -2.123 -3.786 -2.087
H -0.840 -4.648 -1.240
H -3.418 0.807 -0.663
H -2.489 -0.676 1.841
H -2.316 1.088 1.604
H -5.245 1.087 3.261
H 0.749 3.311 -0.026

Output
- Molecular weight: 352.4 Da
- Orbital gap: 8.77 eV
- Energy above the lowest of the compared OMol25 structures with the same formula, charge and spin: 5.1 kcal/mol
- SMILES: Cc1ccc(C(C)C)c(OC[C@@H]2CO[C@@H](CCCF)[C@H]2CC(=O)O)c1

Here are the Mulliken charges for atoms 1 to 8, given in e: number 1, C, carries -1.62; number 2, C, carries 0.67; number 3, C, carries -1.06; number 4, C, carries -0.66; number 5, C, carries 0.23; number 6, C, carries 1.34; number 7, C, carries -0.73; number 8, C, carries -2.19

---

C20H29N2O2 | the ωB97M-V functional and the def2-TZVPD basis

Positions of all 53 atoms, in Å:
C 2.289 -4.063 0.199
C 2.265 -2.592 -0.051
C 3.265 -1.794 0.476
C 3.216 -0.430 0.224
C 2.182 0.130 -0.545
C 1.174 -0.667 -1.073
C 1.219 -2.027 -0.824
C 0.150 -2.912 -1.376
N 2.435 1.484 -0.615
C 1.614 2.491 -1.232
C 0.696 3.161 -0.191
O 1.514 3.565 0.883
C -0.415 2.192 0.265
O -1.053 1.658 -0.871
C -2.469 1.746 -0.895
C -3.172 0.800 0.085
C -4.687 0.992 0.003
C -5.417 -0.086 0.745
C -4.857 -1.221 1.129
C -3.424 -1.566 0.863
C -2.826 -0.659 -0.209
C 3.539 1.728 0.083
N 4.041 0.611 0.598
C 5.233 0.488 1.391
H 2.345 -4.609 -0.742
H 3.143 -4.341 0.810
H 1.380 -4.381 0.706
H 4.060 -2.225 1.063
H 0.369 -0.233 -1.644
H -0.563 -2.340 -1.962
H -0.385 -3.413 -0.570
H 0.583 -3.683 -2.010
H 2.263 3.249 -1.674
H 0.991 2.034 -2.000
H 0.230 4.026 -0.683
H 1.001 4.099 1.499
H 0.030 1.383 0.861
H -1.123 2.735 0.900
H -2.783 2.782 -0.708
H -2.738 1.482 -1.921
H -2.844 1.034 1.104
H -4.967 1.967 0.408
H -5.004 0.978 -1.045
H -6.459 0.109 0.950
H -5.430 -1.958 1.672
H -3.354 -2.611 0.550
H -2.857 -1.471 1.795
H -1.742 -0.782 -0.245
H -3.236 -0.929 -1.184
H 3.956 2.708 0.218
H 5.953 -0.159 0.887
H 4.992 0.052 2.361
H 5.677 1.469 1.542

Output
- Molecular weight: 329.5 Da
- Orbital gap: 8.50 eV
- Energy above the lowest of the compared OMol25 structures with the same formula, charge and spin: 25.3 kcal/mol
- SMILES: Cc1cc2c(cc1C)[n+](C[C@H](O)COC[C@H]1CC=CCC1)cn2C
- Net charge: +1

Here are the Mulliken charges for atoms 1 to 8, given in e: number 1, C, carries -1.69; number 2, C, carries 1.07; number 3, C, carries -1.09; number 4, C, carries 0.66; number 5, C, carries 0.28; number 6, C, carries -0.91; number 7, C, carries 1.08; number 8, C, carries -2.16

---

C20H29N5 | the ωB97M-V functional and the def2-TZVPD basis

Positions of all 54 atoms, in Å:
C 3.967 -0.705 1.264
C 3.434 0.546 1.711
C 2.099 0.321 1.967
N 1.818 -0.990 1.755
C 2.938 -1.614 1.282
H 4.984 -0.929 0.989
H 3.986 1.466 1.783
H 1.287 0.985 2.226
H 0.945 -1.485 1.846
H 2.890 -2.663 1.040
C 2.841 -3.604 -2.789
C 1.458 -3.476 -2.492
C 0.929 -2.684 -3.495
N 1.934 -2.369 -4.362
C 3.119 -2.901 -3.926
H 3.542 -4.210 -2.234
H 0.936 -3.928 -1.667
H -0.064 -2.291 -3.621
H 1.774 -1.915 -5.242
H 4.021 -2.824 -4.506
C -1.237 -2.471 0.729
C -1.338 -1.209 1.369
C -1.570 -1.439 2.711
N -1.533 -2.791 2.895
C -1.370 -3.435 1.698
H -1.272 -2.639 -0.335
H -1.265 -0.208 0.974
H -1.931 -0.733 3.438
H -1.732 -3.262 3.759
H -1.292 -4.501 1.576
C -0.823 0.312 -1.798
C 0.426 1.068 -1.396
C 1.720 0.467 -1.921
C 1.859 0.657 -3.386
N 1.971 0.835 -4.513
H -1.001 0.289 -2.875
H -1.692 0.784 -1.333
H -0.813 -0.727 -1.472
H 0.512 1.158 -0.308
H 0.361 2.123 -1.682
H 1.778 -0.615 -1.787
H 2.609 0.954 -1.517
C -2.792 2.924 1.955
C -2.745 4.411 1.605
C -3.746 5.274 2.350
C -5.133 5.054 1.936
N -6.208 4.878 1.574
H -1.829 2.445 1.830
H -3.600 2.386 1.440
H -3.272 2.761 2.932
H -2.931 4.532 0.532
H -1.722 4.751 1.769
H -3.534 6.340 2.342
H -3.693 4.899 3.381

Output
- Molecular weight: 339.5 Da
- Orbital gap: 8.76 eV
- Energy above the lowest of the compared OMol25 structures with the same formula, charge and spin: 0.0 kcal/mol
- SMILES: c1cc[nH]c1.c1cc[nH]c1.c1cc[nH]c1.CCCC#N.CCCC#N

Here are the Mulliken charges for atoms 1 to 8, given in e: number 1, C, carries -0.54; number 2, C, carries -0.80; number 3, C, carries -0.33; number 4, N, carries 0.16; number 5, C, carries -0.54; number 6, H, carries 0.42; number 7, H, carries 0.43; number 8, H, carries 0.45

---

Question: Number 4 is which compound?
Answer: C20H29N5

---

Question: Among the records above, which one has the highest energy above the lowest of the compared OMol25 structures with the same formula, charge and spin?
Answer: C20H29N2O2

---

Question: Among the records above, which one has the lowest energy above the lowest of the compared OMol25 structures with the same formula, charge and spin?
Answer: C20H29N5

---

Copy entry 2 word for word.
C20H29FO4 | the ωB97M-V functional and the def2-TZVPD basis

Positions of all 54 atoms, in Å:
C 2.665 5.011 0.869
C 2.782 3.544 0.569
C 4.009 2.904 0.717
C 4.140 1.547 0.412
C 3.055 0.793 -0.038
C 3.164 -0.687 -0.345
C 2.319 -1.532 0.617
C 4.602 -1.201 -0.346
C 1.818 1.450 -0.204
O 0.803 0.695 -0.718
C -0.520 1.194 -0.582
C -1.461 0.034 -0.839
C -1.862 -0.263 -2.260
O -2.834 -1.312 -2.110
C -3.409 -1.269 -0.793
C -3.254 -2.569 -0.015
C -1.873 -3.234 0.011
C -1.344 -3.688 -1.337
F -0.387 -2.802 -1.823
C -2.838 0.022 -0.176
C -2.876 0.199 1.326
C -4.278 0.431 1.810
O -5.269 0.155 1.211
O -4.313 0.993 3.018
C 1.692 2.802 0.102
H 2.963 5.583 -0.007
H 1.660 5.302 1.156
H 3.348 5.293 1.664
H 4.882 3.437 1.063
H 5.093 1.059 0.527
H 2.766 -0.856 -1.345
H 2.699 -2.549 0.681
H 1.289 -1.601 0.291
H 2.328 -1.120 1.626
H 5.198 -0.684 -1.094
H 5.051 -1.139 0.642
H 4.579 -2.249 -0.632
H -0.686 1.627 0.401
H -0.670 1.976 -1.332
H -0.888 -0.849 -0.568
H -1.057 -0.639 -2.882
H -2.352 0.571 -2.769
H -4.480 -1.162 -0.956
H -3.527 -2.353 1.016
H -3.969 -3.304 -0.372
H -1.959 -4.124 0.633
H -1.116 -2.620 0.491
H -2.123 -3.786 -2.087
H -0.840 -4.648 -1.240
H -3.418 0.807 -0.663
H -2.489 -0.676 1.841
H -2.316 1.088 1.604
H -5.245 1.087 3.261
H 0.749 3.311 -0.026

Output
- Molecular weight: 352.4 Da
- Orbital gap: 8.77 eV
- Energy above the lowest of the compared OMol25 structures with the same formula, charge and spin: 5.1 kcal/mol
- SMILES: Cc1ccc(C(C)C)c(OC[C@@H]2CO[C@@H](CCCF)[C@H]2CC(=O)O)c1

Here are the Mulliken charges for atoms 1 to 8, given in e: number 1, C, carries -1.62; number 2, C, carries 0.67; number 3, C, carries -1.06; number 4, C, carries -0.66; number 5, C, carries 0.23; number 6, C, carries 1.34; number 7, C, carries -0.73; number 8, C, carries -2.19